{"formula": "C12H15BCl2N6O2Sr", "method": "ωB97M-V/def2-TZVPD", "mol_weight_g_mol": 444.6, "orbital_gap_ev": [2.74, 2.20], "homo_ev": [-15.021, -14.701], "max_force_ev_per_a": 3.02, "total_charge": 2, "lumo_energy_ha": [-0.451, -0.460], "species": ["C", "N", "N", "C", "C", "B", "N", "N", "C", "C", "C", "Sr", "N", "N", "C", "C", "C", "H", "H", "H", "H", "H", "H", "H", "H", "H", "H", "H", "C", "H", "H", "H", "Cl", "C", "Cl", "C", "O", "O", "H"], "coordinates": [[-1.6393, -2.2208, 0.9375], [-1.0890, -1.3846, 0.0332], [-1.5099, -1.8197, -1.2180], [-2.3615, -2.8621, -1.0693], [-2.4585, -3.1597, 0.2898], [-1.0471, -1.1123, -2.5294], [-1.2036, 0.4309, -2.3295], [-0.7928, 1.1188, -1.1951], [-1.0847, 2.4195, -1.4129], [-1.7452, 2.5672, -2.6440], [-1.8058, 1.2864, -3.1864], [-0.3734, 0.6836, 1.5000], [0.4662, -1.4538, -2.8077], [1.3563, -1.0505, -1.8401], [2.5674, -1.4630, -2.2040], [2.4874, -2.1331, -3.4446], [1.1323, -2.0957, -3.7939], [3.4424, -1.2800, -1.5941], [0.6166, -2.4788, -4.6604], [3.2921, -2.5686, -3.9864], [-1.6918, -1.4892, -3.4660], [-2.2497, 0.9209, -4.1047], [-2.8538, -3.3013, -1.9280], [-2.1300, 3.4718, -3.0730], [-3.0373, -3.9367, 0.7555], [-0.8167, 3.1940, -0.6959], [-1.4147, -2.1301, 1.9961], [0.8440, 2.7409, 0.4936], [0.5674, 3.0296, 1.5316], [0.7111, 4.1235, 1.6215], [-0.5184, 2.8350, 1.7358], [1.2375, 2.5962, 2.2916], [1.2734, -1.2058, 5.7898], [2.3878, -1.2252, 4.3943], [3.0944, -2.8232, 4.1244], [1.6166, -0.7314, 3.1349], [2.0395, 0.3233, 2.5448], [0.5404, -1.3311, 2.8177], [3.2082, -0.5355, 4.6166]], "forces_ev_per_angstrom": [[0.8839, 1.2489, -1.1303], [-0.2394, -1.1787, 1.8754], [-0.8851, -0.7462, -0.2690], [0.7795, 0.8975, -0.7275], [-0.1355, -0.2139, -0.1595], [-0.0982, 0.1500, -0.0076], [-0.5486, 0.0948, -0.3768], [0.3266, 1.8738, 0.2362], [0.2117, -1.7528, 0.2088], [-0.0984, -0.2354, -0.4132], [0.3403, -0.4850, 0.3975], [0.8980, -2.8284, -0.1129], [0.0934, -1.1549, -1.9762], [2.1468, 0.2571, 1.2811], [-1.0280, 0.3966, 0.5107], [0.4952, 0.3252, 0.7807], [-2.7612, 0.8758, 0.8677], [-0.1771, 0.0313, -0.0504], [0.0496, -0.0337, -0.0172], [0.3874, -0.2613, -0.4211], [0.0152, 0.0878, 0.1731], [0.1456, 0.1598, 0.1204], [0.1440, -0.0289, 0.1608], [-0.0580, 0.1334, -0.1131], [-0.1205, -0.0879, -0.0384], [-0.2062, -0.3048, -0.2822], [0.0406, -0.0505, -0.1936], [-0.0260, 0.0526, 0.7135], [0.0851, 1.6821, 0.0724], [-0.2073, -0.5853, -0.1773], [0.8852, 1.1812, -0.0192], [-0.2783, -0.1734, -0.3233], [0.2712, 0.0073, -0.3944], [0.1130, 0.2828, -0.0560], [-0.2110, 0.1943, -0.0774], [-0.5037, 0.7383, -0.3803], [-0.9959, -1.2413, 0.5465], [0.5663, 0.8842, -0.1142], [-0.3006, -0.1926, -0.1138]], "nbo_charge": [-0.039, -0.323, -0.278, 0.030, -0.123, 0.551, -0.289, -0.352, -0.034, -0.183, 0.022, 1.866, -0.263, -0.126, -0.062, -0.011, 0.059, 0.266, 0.267, 0.270, 0.000, 0.261, 0.264, 0.269, 0.272, 0.233, 0.272, 0.227, -0.934, 0.300, 0.142, 0.285, 0.027, -0.330, 0.052, 0.759, -0.785, -0.818, 0.257]}